Formula: C66H79N2O7STa
Source: OMol25
Level of theory: the ωB97M-V functional and the def2-TZVPD basis

E_HOMO: -0.46764 Eh
relative energy (zero: lowest compared OMol25 entry of this formula, charge and spin): 162.82 kJ/mol
LUMO: -5.8404 eV
net charge: +2

Last column: Löwdin charge in e.
Cartesian coordinates (Å):
Ta -1.022 -1.466 0.298  2.118
S -2.423 -2.888 -2.140  0.680
O -1.014 -3.186 -2.212  -0.289
O -2.853 -1.723 -2.852  -0.297
O -2.395 0.178 -0.893  -0.254
O 0.262 -1.011 -0.857  -0.212
O 0.912 -1.924 1.831  -0.257
O -1.073 -0.038 1.509  -0.224
O 0.137 -3.978 0.068  -0.258
N -2.197 -2.574 2.114  0.029
N -2.605 -2.608 -0.479  -0.251
C -0.044 5.938 3.647  -0.037
C 4.082 -0.096 1.338  0.054
C 1.921 -0.122 3.071  -0.121
C 4.996 2.983 2.866  -0.032
C -2.078 2.513 -0.455  -0.130
C -0.503 0.371 -3.200  -0.051
C 0.664 -5.758 -1.405  -0.133
C -5.922 -7.128 -4.656  -0.028
C 1.265 -0.572 -1.696  -0.167
C -1.719 3.774 -0.893  0.043
C 0.026 2.337 4.112  0.032
C 2.995 -0.915 1.059  -0.112
C -3.413 -3.042 1.707  -0.163
C -4.059 -3.458 3.999  0.042
C 2.598 -0.839 -1.382  -0.113
C -1.793 1.410 -1.258  -0.172
C -1.503 3.429 2.708  0.030
C -3.667 -3.070 0.311  -0.266
C 5.330 -0.011 -4.635  -0.035
C 6.535 1.272 1.913  -0.057
C -1.918 -2.604 3.404  -0.092
C 4.451 1.121 -4.078  -0.554
C -3.053 -5.526 -2.743  -0.030
C 4.141 0.674 2.494  -0.134
C -3.854 -6.477 -3.356  -0.004
C -3.432 -4.195 -2.782  -0.292
C -0.712 -5.100 0.378  -0.190
C -5.033 -6.116 -4.002  -0.237
C -0.479 4.799 4.581  -0.554
C 1.970 0.680 -3.610  0.046
C 3.946 1.973 -5.243  -0.057
C 5.368 1.492 2.878  -0.554
C -2.261 5.975 -2.896  -0.035
C 3.591 -0.288 -2.168  0.033
C -0.110 5.383 -3.990  -0.059
C -5.847 -4.011 0.806  -0.030
C -2.733 2.311 0.886  -0.066
C 1.944 -0.954 1.960  -0.182
C -1.069 3.968 -2.112  -0.139
C -3.841 0.213 -1.019  -0.016
C 0.564 4.677 5.695  -0.058
C 3.019 0.679 3.323  0.045
C 5.824 1.069 4.284  -0.037
C 5.285 2.012 -3.144  -0.036
C -0.677 2.833 -2.808  0.048
C -0.631 3.513 3.786  -0.143
C 0.665 -0.034 3.894  -0.058
C -4.384 -3.496 2.629  -0.134
C -1.834 5.147 5.217  -0.035
C 1.302 -3.132 2.511  -0.018
C 1.134 -4.405 -0.903  -0.175
C -0.863 5.376 -2.657  -0.554
C -4.591 -3.802 -3.452  -0.067
C -1.693 2.268 1.976  -0.115
C -0.130 1.154 3.401  -0.113
C -5.385 -4.762 -4.044  -0.005
C 0.943 0.144 -2.846  -0.109
C -5.623 -3.973 2.151  -0.007
C 3.309 0.506 -3.279  -0.137
C 0.019 -6.327 -0.141  -0.128
C -4.887 -3.554 -0.113  0.017
C -2.816 -3.031 4.384  -0.001
C 2.934 -1.726 -0.208  -0.063
C -0.961 1.113 2.278  -0.162
C -1.024 1.546 -2.405  -0.099
C -0.082 6.224 -1.645  -0.037
H -2.177 6.961 -3.353  0.092
H 4.621 -0.500 -1.906  0.121
H -6.787 -4.386 0.425  0.123
H 3.002 1.317 4.199  0.124
H 0.899 0.109 4.947  0.137
H 5.071 1.281 5.043  0.079
H 4.663 2.790 -2.698  0.092
H -4.283 -0.327 -0.182  0.098
H -2.833 5.335 -3.569  0.094
H 0.921 5.713 3.191  0.092
H 0.893 4.965 -3.887  0.086
H 6.827 0.221 1.877  0.092
H -1.737 6.042 5.833  0.092
H -6.201 -6.796 -5.655  0.094
H 5.740 1.434 -2.338  0.074
H -6.848 -7.238 -4.088  0.097
H 1.520 -2.902 3.555  0.118
H 0.280 3.931 6.439  0.089
H -6.286 -4.462 -4.564  0.130
H -4.123 -0.255 -1.953  0.086
H 6.287 1.613 0.905  0.082
H 0.688 2.317 4.967  0.110
H 6.041 -0.001 4.308  0.094
H -0.654 4.825 -4.753  0.089
H -2.184 4.332 5.852  0.093
H -2.821 6.074 -1.965  0.081
H 5.861 3.583 3.148  0.093
H 1.210 -3.658 -1.690  0.116
H -0.894 -5.120 1.455  0.117
H -5.449 -8.104 -4.726  0.085
H 4.795 2.403 -5.774  0.093
H -1.076 -0.515 -2.982  0.074
H -0.076 -5.619 -2.193  0.096
H 7.397 1.845 2.254  0.093
H -2.593 5.343 4.459  0.081
H 2.191 -3.561 2.048  0.115
H -0.594 0.581 -4.265  0.142
H 0.654 5.633 6.209  0.093
H -4.835 -2.752 -3.521  0.120
H 5.804 -0.580 -3.834  0.079
H 4.735 -0.700 -5.236  0.094
H -0.012 6.411 -4.338  0.092
H 3.377 1.377 -5.958  0.091
H -1.972 4.626 -0.273  0.124
H 2.152 -2.469 -0.105  0.063
H 4.677 3.282 1.866  0.092
H 0.085 -0.943 3.791  0.071
H 2.088 -4.505 -0.381  0.127
H 1.484 -6.360 -1.788  0.130
H -4.180 1.244 -1.013  0.114
H -0.628 6.342 -0.708  0.074
H -6.377 -4.294 2.856  0.128
H -3.545 -7.514 -3.342  0.125
H 0.878 5.756 -1.421  0.092
H 4.183 3.202 3.560  0.075
H 1.548 4.425 5.291  0.084
H 3.324 2.798 -4.889  0.085
H 1.701 1.244 -4.492  0.114
H -3.306 1.388 0.921  0.102
H -3.413 3.136 1.094  0.136
H 0.474 -3.832 2.447  0.073
H 3.884 -2.228 -0.389  0.145
H 6.087 2.492 -3.705  0.093
H -0.649 -7.169 -0.310  0.125
H 4.899 -0.090 0.630  0.113
H 0.795 -6.631 0.565  0.126
H -5.136 -3.575 -1.158  0.095
H -0.932 -2.271 3.693  0.085
H 0.106 7.218 -2.053  0.092
H -1.672 -4.977 -0.135  0.097
H 0.057 6.862 4.219  0.092
H 6.120 0.402 -5.264  0.093
H -2.090 4.293 2.421  0.121
H 6.734 1.605 4.554  0.092
H -0.771 6.113 2.853  0.076
H -0.102 2.927 -3.719  0.112
H -4.797 -3.770 4.727  0.137
H -2.518 -3.002 5.422  0.125
H -2.130 -5.818 -2.259  0.094